No. 1
Entry from the Open Molecules 2025 dataset: a structure of composition C30H25GeN7PtSSe in a non-equilibrium geometry (the ωB97M-V functional and the def2-TZVPD basis).

```
66
C30H25GeN7PtSSe (the ωB97M-V functional and the def2-TZVPD basis)
Pt -0.639 -0.890 0.826
N 1.996 -0.813 4.240
C 1.372 -0.877 3.066
S -0.382 -0.724 3.108
N 2.072 -0.999 1.976
N 1.387 -1.049 0.823
C 1.930 -0.836 -0.344
C 3.334 -0.469 -0.548
C 3.642 0.498 -1.513
C 4.960 0.829 -1.764
C 5.982 0.186 -1.077
C 5.683 -0.766 -0.112
C 4.365 -1.081 0.171
C 1.022 -1.042 -1.495
C 1.477 -1.342 -2.765
C 0.555 -1.569 -3.780
C -0.797 -1.498 -3.492
C -1.185 -1.202 -2.197
N -0.297 -0.986 -1.229
H 1.479 -0.737 5.098
H 3.000 -0.879 4.277
H 2.846 1.011 -2.040
H 5.192 1.591 -2.496
H 7.014 0.432 -1.291
H 6.479 -1.270 0.419
H 4.131 -1.835 0.907
H 2.540 -1.408 -2.945
H 0.893 -1.800 -4.781
H -1.545 -1.667 -4.253
H -2.227 -1.123 -1.922
Se -4.374 -1.047 0.751
N -4.834 -2.731 0.847
C -3.744 -3.491 0.824
C -3.613 -4.913 0.900
C -2.344 -5.422 0.872
C -1.202 -4.555 0.776
N -1.327 -3.258 0.696
C -2.543 -2.754 0.717
N -2.625 -1.431 0.658
H -4.487 -5.544 0.989
H -2.177 -6.489 0.926
H -0.199 -4.963 0.766
Ge -1.851 1.282 0.971
C -0.861 2.685 1.878
C -1.569 3.861 2.123
C -0.967 4.890 2.833
C 0.337 4.753 3.285
C 1.055 3.595 3.018
C 0.457 2.564 2.306
C -2.155 1.697 -0.897
C -3.431 1.701 -1.459
C -3.610 2.102 -2.777
C -2.515 2.479 -3.540
C -1.236 2.470 -2.991
C -1.058 2.079 -1.674
H -3.194 1.076 1.689
H -2.589 3.973 1.769
H -1.522 5.795 3.039
H 0.801 5.557 3.841
H 2.076 3.492 3.360
H 1.021 1.665 2.084
H -4.288 1.412 -0.859
H -4.603 2.127 -3.207
H -2.658 2.790 -4.567
H -0.387 2.776 -3.589
H -0.067 2.088 -1.230
```

Results
Kohn-Sham gap = 6.2535 eV
total charge = +2
LUMO energy = -7.479 eV
energy above the lowest of the compared OMol25 structures with the same formula, charge and spin = 1.696 eV
E_HOMO = -13.7 eV

No. 2
Entry from the Open Molecules 2025 dataset: a cluster of 3 separate species, C4H15NO2 in total in a non-equilibrium geometry (the ωB97M-V functional and the def2-TZVPD basis).

```
22
C4H15NO2 (the ωB97M-V functional and the def2-TZVPD basis)
C -2.361 0.044 0.920
C -1.037 -0.575 1.584
N -0.071 0.543 1.866
C 0.610 1.412 0.958
C 0.692 0.395 3.081
H -2.879 1.008 1.293
H -3.037 -0.879 0.791
H -1.918 0.374 -0.056
H -1.109 -1.194 2.483
H -0.748 -1.269 0.757
H 1.736 1.476 1.349
H 0.530 1.006 -0.212
H 0.377 2.462 1.037
H 1.698 -0.138 3.005
H -0.105 -0.162 3.740
H 1.058 1.437 3.374
O 4.438 0.091 -4.409
H 4.034 -0.760 -4.118
H 5.151 0.049 -3.763
O -2.659 -1.488 -2.777
H -3.414 -2.149 -2.670
H -2.529 -1.540 -1.840
```

Results
Kohn-Sham gap = 8.6097 eV
SMILES = CCN(C)C.O.O
LUMO energy = 0.660 eV
energy above the lowest of the compared OMol25 structures with the same formula, charge and spin = 3.673 eV
E_HOMO = -7.9 eV

No. 3
Entry from the Open Molecules 2025 dataset: a structure of composition C22H35CrO3 in a non-equilibrium geometry (the ωB97M-V functional and the def2-TZVPD basis).

```
61
C22H35CrO3 (the ωB97M-V functional and the def2-TZVPD basis)
O -3.190 -1.006 -2.063
C -4.161 -1.779 -1.328
C -5.139 -1.898 -2.503
H -4.538 -1.195 -0.477
H -3.732 -2.723 -0.964
C -4.140 -0.941 -3.179
H -6.134 -1.488 -2.284
H -5.160 -2.881 -2.990
C -4.761 0.429 -3.367
H -5.190 0.799 -2.432
H -5.571 0.376 -4.108
H -4.014 1.134 -3.742
C -3.502 -1.449 -4.457
H -2.995 -2.400 -4.284
H -2.783 -0.701 -4.811
H -4.259 -1.595 -5.236
Cr 2.677 0.659 0.467
C 4.649 -0.181 -0.068
C 4.274 -0.718 1.200
C 3.067 -1.487 1.017
H 4.865 -0.671 2.119
C 2.678 -1.388 -0.362
C 3.648 -0.554 -1.031
H 3.641 -0.308 -2.093
H 5.593 0.336 -0.270
H 2.555 -2.072 1.781
H 1.866 -1.938 -0.827
C 3.448 2.989 0.609
C 3.332 2.417 -0.702
C 1.932 2.120 -0.948
H 4.141 2.329 -1.426
C 1.201 2.533 0.234
C 2.131 3.098 1.155
H 1.873 3.634 2.069
H 4.348 3.398 1.062
H 1.487 1.742 -1.868
H 0.116 2.502 0.360
O -2.264 0.563 -0.308
C -1.179 -0.079 -1.055
C -0.953 -1.491 -0.534
H -0.283 0.529 -0.841
H -1.340 -0.022 -2.136
C -1.669 -1.499 0.823
H 0.111 -1.646 -0.412
H -1.343 -2.264 -1.195
C -2.275 -0.101 0.971
H -0.935 -1.706 1.596
H -2.463 -2.254 0.864
H -1.663 0.475 1.699
H -3.316 -0.165 1.317
C 1.671 1.844 4.325
C 2.485 0.867 3.486
C 2.807 -0.359 4.330
O 1.820 0.531 2.315
H 0.683 1.423 4.537
H 1.553 2.790 3.796
H 2.191 2.032 5.271
H 3.458 1.368 3.274
H 1.893 -0.931 4.516
H 3.537 -0.992 3.821
H 3.227 -0.037 5.289
```

Results
Kohn-Sham gap (spin up / spin down) = 4.2978 / 5.8332 eV
total charge = -1
LUMO energy (spin up / spin down) = 2.424 / 2.424 eV
energy above the lowest of the compared OMol25 structures with the same formula, charge and spin = 0.000 eV
E_HOMO (spin up / spin down) = -1.9 / -3.4 eV
spin multiplicity = 5

No. 4
Entry from the Open Molecules 2025 dataset: the ion C7H16N4OS with charge +2 in a non-equilibrium geometry (the ωB97M-V functional and the def2-TZVPD basis).

```
29
C7H16N4OS (the ωB97M-V functional and the def2-TZVPD basis)
C -0.971 -1.139 0.238
C -0.314 1.300 0.381
C -1.428 0.278 0.722
C 1.044 -0.058 -1.018
C -2.635 0.648 -0.205
C 1.798 -0.465 -2.247
C 2.672 -0.809 1.471
N 0.163 -1.322 -0.387
N 0.221 1.009 -0.970
N -0.703 2.572 0.462
N -1.775 -2.132 0.664
O 0.930 1.031 1.275
S 2.167 0.573 0.420
H -1.719 0.325 1.774
H -2.898 1.620 0.154
H -3.509 0.088 -0.018
H -2.402 0.877 -1.239
H 2.310 0.452 -2.514
H 1.167 -0.718 -3.022
H 2.452 -1.307 -2.051
H 3.046 -0.477 2.475
H 3.412 -1.326 0.844
H 1.700 -1.269 1.673
H 0.610 -2.225 -0.592
H 0.632 1.759 -1.524
H -1.652 2.836 0.761
H -0.003 3.181 0.952
H -2.650 -2.177 1.139
H -1.667 -3.128 0.380
```

Results
Kohn-Sham gap = 10.6084 eV
total charge = +2
LUMO energy = -7.098 eV
energy above the lowest of the compared OMol25 structures with the same formula, charge and spin = 1.744 eV
E_HOMO = -17.7 eV

No. 5
Entry from the Open Molecules 2025 dataset: a structure of composition C38H55IN3O10P2S3SbSeY in a non-equilibrium geometry (the ωB97M-V functional and the def2-TZVPD basis).

```
115
C38H55IN3O10P2S3SbSeY (the ωB97M-V functional and the def2-TZVPD basis)
Y 1.352 2.136 -0.238
C -6.011 -1.503 -1.300
C -5.113 -1.228 -0.094
C -4.884 -2.555 0.646
C -5.837 -0.250 0.846
C -3.767 -0.628 -0.501
C -2.802 -0.391 0.470
C -1.589 0.163 0.117
Se -0.220 0.449 1.431
C 0.365 -1.371 1.563
C -0.320 -2.181 2.444
C 0.098 -3.492 2.628
C 1.257 -3.883 1.970
C 1.978 -3.090 1.068
C 1.463 -1.809 0.821
O 1.819 -0.995 -0.226
C 3.235 -3.743 0.459
C 2.825 -5.016 -0.300
C 4.198 -4.103 1.606
C 4.022 -2.858 -0.508
C -0.662 -4.487 3.508
C 0.223 -4.920 4.686
C -1.951 -3.875 4.064
C -1.040 -5.716 2.668
C -1.258 0.545 -1.195
O -0.093 1.085 -1.450
C -2.238 0.307 -2.191
C -3.446 -0.274 -1.812
C -1.939 0.674 -3.651
C -1.654 2.184 -3.757
C -0.709 -0.113 -4.135
C -3.107 0.347 -4.581
H -6.955 -1.937 -0.960
H -6.240 -0.584 -1.846
H -5.541 -2.210 -1.991
H -5.842 -3.024 0.898
H -4.308 -3.248 0.025
H -4.333 -2.396 1.576
H -6.801 -0.664 1.166
H -5.240 -0.042 1.737
H -6.016 0.702 0.339
H -2.983 -0.617 1.517
H -1.154 -1.753 2.988
H 1.634 -4.881 2.163
H 2.331 -5.743 0.349
H 2.142 -4.771 -1.117
H 3.716 -5.495 -0.721
H 3.754 -4.807 2.317
H 5.104 -4.561 1.193
H 4.487 -3.198 2.149
H 3.410 -2.517 -1.345
H 4.439 -1.992 0.008
H 4.862 -3.439 -0.907
H 0.509 -4.049 5.283
H -0.317 -5.622 5.331
H 1.140 -5.407 4.342
H -1.743 -3.018 4.710
H -2.610 -3.545 3.256
H -2.486 -4.624 4.655
H -0.157 -6.240 2.296
H -1.627 -6.419 3.270
H -1.641 -5.413 1.806
H -4.187 -0.442 -2.582
H -0.765 2.449 -3.187
H -1.498 2.465 -4.807
H -2.494 2.765 -3.364
H 0.156 0.112 -3.511
H -0.899 -1.190 -4.085
H -0.474 0.152 -5.174
H -4.011 0.896 -4.297
H -2.844 0.640 -5.601
H -3.334 -0.724 -4.584
C 5.741 3.930 -3.168
C 4.379 3.809 -2.516
O 3.618 5.003 -2.693
P 3.367 2.435 -3.221
O 4.191 1.099 -3.312
O 3.181 2.781 -4.768
O 2.050 2.351 -2.528
P 4.425 3.313 -0.739
O 5.531 4.212 0.003
O 4.897 1.895 -0.736
O 3.062 3.678 -0.200
H 5.639 4.038 -4.249
H 6.334 3.038 -2.959
H 6.250 4.808 -2.768
H 3.016 5.076 -1.939
H 4.385 0.749 -2.413
H 2.269 2.571 -5.027
H 6.359 3.713 0.062
S 5.605 -0.160 2.467
Sb 3.897 1.266 2.020
S 3.081 0.160 -0.281
S 2.241 0.346 3.648
N -0.282 3.501 3.523
C 0.786 2.784 3.176
O 1.406 2.966 2.114
C 1.239 1.776 4.213
I -2.777 1.602 4.918
H -0.604 4.134 2.799
H -1.045 3.059 4.081
H 1.798 2.312 4.980
H 0.343 1.351 4.673
N -4.147 7.437 -1.149
C -3.315 6.648 -0.956
C -2.291 5.703 -0.740
C -2.425 4.602 0.170
C -1.403 3.720 0.322
N -0.185 3.815 -0.320
C -0.074 4.858 -1.205
C -1.045 5.776 -1.446
H -3.338 4.463 0.736
H -1.534 2.875 0.987
H 0.868 4.927 -1.739
H -0.876 6.563 -2.169
```

Results
Kohn-Sham gap (spin up / spin down) = 4.7656 / 6.8219 eV
total charge = -2
LUMO energy (spin up / spin down) = 3.716 / 3.713 eV
energy above the lowest of the compared OMol25 structures with the same formula, charge and spin = 2.141 eV
E_HOMO (spin up / spin down) = -1.0 / -3.1 eV
spin multiplicity = 2

No. 6
Entry from the Open Molecules 2025 dataset: an isolated molecule of C5H10O (the ωB97M-V functional and the def2-TZVPD basis).

```
16
C5H10O (the ωB97M-V functional and the def2-TZVPD basis)
O -1.680 0.204 0.966
C -1.078 0.253 -0.320
C -0.308 -1.036 -0.614
C 0.968 -0.919 0.245
C 1.171 0.600 0.499
C 0.026 1.302 -0.254
H -2.227 -0.592 1.000
H -1.832 0.485 -1.088
H -0.898 -1.931 -0.378
H -0.069 -1.086 -1.684
H 1.829 -1.377 -0.251
H 0.831 -1.442 1.196
H 1.107 0.814 1.569
H 2.150 0.952 0.159
H -0.321 2.220 0.231
H 0.332 1.553 -1.277
```

Results
Kohn-Sham gap = 11.1910 eV
SMILES = OC1CCCC1
LUMO energy = 0.969 eV
energy above the lowest of the compared OMol25 structures with the same formula, charge and spin = 0.116 eV
E_HOMO = -10.2 eV

No. 7
Entry from the Open Molecules 2025 dataset: a cluster of 2 separate species, C3H4NO3S in total in a non-equilibrium geometry (the ωB97M-V functional and the def2-TZVPD basis).

```
12
C3H4NO3S (the ωB97M-V functional and the def2-TZVPD basis)
C -0.416 1.390 -1.874
C 0.681 -1.061 0.412
C 0.537 0.050 -0.402
N 1.028 1.227 -0.234
O -0.455 0.117 -1.420
O -1.088 1.881 -2.730
O 0.562 2.026 -1.146
S -1.291 -0.233 2.506
H 0.132 -2.016 -0.023
H 1.724 -1.275 0.692
H 0.301 -0.624 1.463
H -1.715 -1.482 2.758
```

Results
Kohn-Sham gap = 6.6710 eV
total charge = -1
LUMO energy = 3.594 eV
energy above the lowest of the compared OMol25 structures with the same formula, charge and spin = 2.367 eV
E_HOMO = -3.1 eV

No. 8
Entry from the Open Molecules 2025 dataset: the ion C8H10NO with charge +1 in a non-equilibrium geometry (the ωB97M-V functional and the def2-TZVPD basis).

```
20
C8H10NO (the ωB97M-V functional and the def2-TZVPD basis)
C 4.156 -0.063 -0.141
C 2.918 0.142 0.124
N 1.690 0.321 0.346
C 0.478 -0.502 0.639
C -0.614 -0.164 -0.425
C -1.156 1.244 -0.230
C -2.458 1.278 0.088
C -3.052 -0.077 0.020
O -4.161 -0.535 0.178
C -1.911 -1.043 -0.292
H 4.883 -0.096 0.670
H 4.365 -0.244 -1.130
H 1.454 1.256 0.217
H -0.008 -0.329 1.554
H 0.859 -1.628 0.592
H -0.068 -0.173 -1.462
H -0.379 1.958 -0.405
H -3.175 2.024 0.372
H -1.741 -1.848 0.431
H -2.081 -1.522 -1.146
```

Results
Kohn-Sham gap = 8.2724 eV
total charge = +1
SMILES = C=C=[NH+]C[C@@H]1C=CC(=O)C1
LUMO energy = -4.552 eV
energy above the lowest of the compared OMol25 structures with the same formula, charge and spin = 3.793 eV
E_HOMO = -12.8 eV

Which of these has the lowest energy above the lowest of the compared OMol25 structures with the same formula, charge and spin?
C22H35CrO3

Which formula does entry 3 have?
C22H35CrO3